C2H6O2 | ωB97M-V/def2-TZVPD

- Energy above the lowest of the compared OMol25 structures with the same formula, charge and spin: 35.1 kcal per mole
- 2S+1: 1
- E_LUMO: 0.40 eV
- HOMO-LUMO gap: 10.62 eV

Atoms and positions in Å:
O  1.49809  0.04984  -0.66002
O  -0.49481  -1.78798  -0.30445
C  -1.20809  -0.97075  0.22502
C  0.74194  1.03362  -0.01424
H  1.36096  1.92775  -0.03998
H  -1.19524  -0.80131  1.31888
H  0.52416  0.82228  1.04966
H  -0.20968  1.28426  -0.51916
H  -1.89587  -0.33117  -0.35640
H  1.01197  -0.78836  -0.67137

Forces on the atoms, in the same order (eV/Å):
O 0.08 -0.27 -0.10
O -0.49 0.18 0.27
C -0.05 -0.25 0.00
C -0.02 0.46 0.17
H -0.11 0.16 0.09
H -0.04 -0.14 -0.14
H 0.15 -0.08 -0.29
H 0.28 -0.14 0.01
H -0.02 -0.15 0.01
H 0.21 0.24 -0.03